DFT (ωB97M-V with the def2-TZVPD basis set) results for a single C3H5N2P molecule in a non-equilibrium geometry.

Computed properties:
Kohn-Sham gap, Ha: 0.358
Relative energy (zero: lowest compared OMol25 entry of this formula, charge and spin), kcal/mol: 14.6
LUMO, eV: 0.17
Charge: 0
Maximum force, eV/Å: 3.82
SMILES: Cc1nc[pH]n1

Last column: Löwdin charge in e.
Positions of all 11 atoms, in Å:
C -1.781 0.599 0.284  -0.04
C -0.363 0.186 0.129  -0.51
N 0.039 -1.193 0.020  0.03
C 1.298 -1.227 -0.026  -0.38
P 2.123 0.433 0.021  0.85
N 0.558 1.105 0.081  -0.20
H -1.831 1.369 0.988  0.06
H -2.155 -0.365 0.586  0.06
H -2.258 0.808 -0.755  0.12
H 1.951 -2.209 -0.024  0.10
H 2.419 0.493 -1.304  -0.09

---

DFT (ωB97M-V with the def2-TZVPD basis set) results for 8 unconnected molecules or ions with the total composition C41H74F10N3O28S7 in a non-equilibrium geometry.

Computed properties:
Kohn-Sham gap, Ha: 0.345
LUMO, eV: -2.67
Charge: +1
Maximum force, eV/Å: 1.91

Last column: Löwdin charge in e.
Positions of all 163 atoms, in Å:
C 2.057 3.245 3.869  -0.10
C 1.521 3.862 5.177  -0.26
C 0.235 3.201 5.742  -0.20
C -0.983 4.094 5.522  -0.21
C -1.220 4.453 4.057  -0.20
C -1.786 3.272 3.235  -0.19
C -1.598 3.399 1.710  -0.20
C -0.734 2.256 1.139  -0.20
C -0.932 2.024 -0.372  -0.20
C -1.005 0.547 -0.839  -0.22
C -0.357 0.357 -2.211  -0.20
C -0.604 -1.036 -2.878  -0.18
C 0.672 -1.851 -3.233  -0.18
C 0.562 -3.362 -2.898  -0.18
C 1.922 -4.102 -2.867  -0.09
C 2.115 -5.209 -1.812  -0.40
F 3.219 -5.976 -2.207  0.03
C 2.489 -4.685 -0.410  0.01
N 1.274 -4.618 0.462  0.14
C 0.800 -5.990 0.881  -0.07
C -0.645 -5.915 1.404  -0.40
F -1.026 -7.045 1.973  0.18
F -1.446 -5.676 0.318  0.13
C -0.996 -4.771 2.407  -0.36
F -2.276 -4.937 2.713  0.20
F -0.874 -3.587 1.776  0.15
C -0.234 -4.767 3.779  -0.37
F -0.981 -4.065 4.617  0.20
F -0.125 -6.014 4.220  0.20
C 1.188 -4.139 3.855  -0.60
F 2.084 -4.957 3.298  0.17
F 1.264 -2.988 3.212  0.19
F 1.510 -3.973 5.081  0.27
C 0.999 -6.946 -0.335  -0.27
N 0.101 -8.071 -0.233  0.11
C 0.912 -6.176 -1.680  -0.19
C 0.896 -7.157 -2.859  -0.07
C -0.475 -7.643 -3.330  -0.39
C -1.699 -6.770 -3.194  -0.02
N -0.617 -8.799 -3.835  0.16
H 3.099 2.922 3.964  0.06
H 1.481 2.370 3.575  0.05
H 1.992 3.953 3.036  0.06
H 2.309 3.798 5.932  0.09
H 1.312 4.925 5.046  0.08
H 0.354 3.076 6.824  0.11
H 0.083 2.203 5.319  0.09
H -0.864 5.013 6.105  0.11
H -1.882 3.580 5.892  0.11
H -1.904 5.303 3.981  0.09
H -0.273 4.749 3.587  0.10
H -1.252 2.363 3.549  0.09
H -2.839 3.124 3.494  0.11
H -1.132 4.375 1.521  0.10
H -2.577 3.389 1.217  0.11
H -0.995 1.335 1.677  0.10
H 0.326 2.456 1.340  0.10
H -0.125 2.521 -0.921  0.10
H -1.860 2.520 -0.680  0.11
H -2.061 0.250 -0.859  0.11
H -0.524 -0.107 -0.094  0.10
H -0.770 1.127 -2.870  0.11
H 0.717 0.536 -2.094  0.11
H -1.202 -0.875 -3.779  0.11
H -1.235 -1.626 -2.200  0.10
H 1.543 -1.416 -2.732  0.10
H 0.794 -1.791 -4.317  0.12
H -0.015 -3.475 -1.971  0.09
H -0.058 -3.825 -3.674  0.12
H 2.688 -3.338 -2.683  0.12
H 2.171 -4.530 -3.842  0.13
H 3.203 -5.377 0.046  0.16
H 2.971 -3.705 -0.420  0.15
H 1.488 -4.011 1.254  0.15
H 0.517 -4.142 -0.044  0.16
H 1.430 -6.378 1.684  0.17
H 2.011 -7.363 -0.291  0.16
H 0.484 -8.921 -0.620  0.11
H -0.828 -7.895 -0.589  0.09
H -0.025 -5.617 -1.673  0.11
H 1.402 -6.730 -3.734  0.13
H 1.477 -8.049 -2.600  0.12
H -1.462 -5.704 -3.121  0.06
H -2.250 -7.033 -2.283  0.08
H -2.363 -6.909 -4.049  0.09
H 0.280 -9.289 -3.827  0.04
C -4.880 7.917 3.494  -0.14
C -4.690 9.122 2.596  -0.15
O -3.272 9.353 2.630  -0.18
S -2.495 7.973 2.764  0.59
O -2.077 7.557 1.467  -0.23
O -1.580 8.065 3.842  -0.21
O -3.748 7.080 3.198  -0.20
H -4.846 8.189 4.550  0.14
H -5.796 7.372 3.283  0.14
H -5.206 10.008 2.953  0.14
H -4.986 8.912 1.566  0.14
C -3.117 -11.887 -4.887  -0.16
C -2.256 -10.981 -5.741  -0.17
O -1.538 -11.890 -6.590  -0.19
S -2.450 -13.161 -6.927  0.60
O -3.079 -12.978 -8.185  -0.22
O -1.704 -14.331 -6.638  -0.22
O -3.545 -12.920 -5.784  -0.19
H -2.542 -12.342 -4.078  0.13
H -3.987 -11.381 -4.477  0.13
H -1.563 -10.383 -5.159  0.08
H -2.866 -10.327 -6.369  0.13
C 4.376 8.437 6.043  -0.15
C 4.849 7.493 7.130  -0.15
O 3.738 7.434 8.040  -0.18
S 2.369 7.558 7.234  0.60
O 1.814 6.275 6.992  -0.22
O 1.577 8.573 7.831  -0.22
O 2.991 8.098 5.867  -0.18
H 4.444 9.481 6.354  0.14
H 4.903 8.299 5.103  0.14
H 5.726 7.856 7.658  0.14
H 5.037 6.490 6.743  0.13
C -1.877 6.204 -1.282  -0.15
C -0.499 5.829 -1.782  -0.14
O -0.758 4.900 -2.853  -0.20
S -2.116 5.300 -3.597  0.58
O -1.808 6.052 -4.762  -0.23
O -2.936 4.142 -3.672  -0.22
O -2.665 6.293 -2.484  -0.18
H -2.304 5.429 -0.645  0.12
H -1.895 7.153 -0.759  0.11
H 0.109 5.347 -1.021  0.13
H 0.033 6.689 -2.189  0.14
C -0.112 4.228 -6.893  -0.15
C -0.216 3.681 -8.302  -0.15
O 1.057 3.052 -8.524  -0.19
S 1.598 2.432 -7.160  0.59
O 1.274 1.049 -7.104  -0.23
O 2.931 2.872 -6.960  -0.22
O 0.613 3.213 -6.176  -0.19
H 0.462 5.155 -6.866  0.14
H -1.079 4.391 -6.428  0.11
H -0.374 4.454 -9.047  0.14
H -0.997 2.923 -8.385  0.14
C -1.632 10.490 7.514  -0.15
C -0.352 11.256 7.773  -0.15
O -0.386 12.316 6.802  -0.19
S -1.895 12.778 6.552  0.59
O -2.189 13.918 7.344  -0.22
O -2.136 12.773 5.154  -0.22
O -2.601 11.509 7.225  -0.19
H -1.539 9.836 6.644  0.13
H -1.958 9.912 8.374  0.14
H 0.534 10.649 7.623  0.10
H -0.338 11.696 8.772  0.14
C 4.799 -8.189 -5.839  -0.15
C 3.966 -8.973 -6.834  -0.15
O 3.819 -10.260 -6.217  -0.17
S 3.753 -10.108 -4.635  0.60
O 2.395 -10.099 -4.209  -0.24
O 4.688 -10.993 -4.050  -0.20
O 4.293 -8.602 -4.558  -0.20
H 5.856 -8.451 -5.899  0.14
H 4.681 -7.114 -5.944  0.13
H 4.450 -9.090 -7.799  0.14
H 2.975 -8.535 -6.970  0.13

---

DFT (ωB97M-V with the def2-TZVPD basis set) results for a molecular structure, C29H32AsN6RbS2.

Computed properties:
Kohn-Sham gap, Ha: 0.218
Relative energy (zero: lowest compared OMol25 entry of this formula, charge and spin), kcal/mol: 0.0
LUMO, eV: -0.28
Charge: 0
Maximum force, eV/Å: 0.63

Last column: Löwdin charge in e.
Positions of all 71 atoms, in Å:
Rb -1.291 -0.385 -0.202  0.56
N -3.376 -3.212 3.259  0.10
C -2.828 -4.344 2.700  -0.08
C -2.123 -3.910 1.622  -0.13
N -2.220 -2.547 1.499  0.04
C -2.977 -2.160 2.497  -0.28
C -3.340 -0.766 2.763  -0.29
N -2.943 0.240 2.026  0.04
C -3.479 1.359 2.608  -0.12
C -4.209 1.019 3.703  -0.08
N -4.117 -0.352 3.798  0.10
H -3.956 -3.188 4.078  0.15
H -2.991 -5.318 3.115  0.11
H -1.552 -4.501 0.930  0.10
H -3.302 2.338 2.203  0.11
H -4.769 1.600 4.408  0.11
H -4.548 -0.918 4.508  0.15
S -0.117 2.218 -1.164  0.37
C 1.189 3.102 -0.387  -0.76
C 1.520 4.405 -0.782  -0.14
C 2.551 5.102 -0.187  -0.11
C 3.301 4.523 0.831  -0.11
C 2.998 3.233 1.240  -0.11
C 1.962 2.529 0.641  -0.43
As 1.402 0.764 1.233  1.23
C 2.756 0.421 2.612  -0.41
C 4.073 0.064 2.341  -0.11
C 4.975 -0.135 3.374  -0.09
C 4.574 0.025 4.693  -0.10
C 3.267 0.386 4.975  -0.10
C 2.363 0.577 3.937  -0.13
C 2.176 -0.400 -0.149  -0.44
C 2.627 0.076 -1.375  -0.11
C 3.129 -0.808 -2.320  -0.08
C 3.173 -2.170 -2.058  -0.10
C 2.718 -2.651 -0.838  -0.10
C 2.223 -1.766 0.111  -0.14
H 0.939 4.860 -1.576  0.09
H 2.774 6.108 -0.519  0.10
H 4.110 5.068 1.299  0.09
H 3.579 2.779 2.035  0.09
H 4.402 -0.055 1.314  0.11
H 5.997 -0.409 3.148  0.10
H 5.278 -0.134 5.498  0.10
H 2.945 0.518 5.999  0.10
H 1.339 0.857 4.164  0.09
H 2.574 1.136 -1.592  0.09
H 3.486 -0.427 -3.269  0.10
H 3.564 -2.854 -2.798  0.10
H 2.754 -3.710 -0.620  0.10
H 1.880 -2.149 1.071  0.11
C -2.759 -2.781 -3.638  -0.11
N -2.225 -1.453 -3.857  -0.23
C -0.769 -1.419 -3.906  -0.06
C -2.894 -0.385 -3.317  -0.83
S -4.062 -0.572 -2.121  0.62
N -2.505 0.821 -3.765  -0.21
C -1.933 1.024 -5.081  -0.04
C -2.944 2.041 -3.116  -0.12
H -2.285 -3.454 -4.352  0.09
H -3.837 -2.784 -3.792  0.07
H -2.561 -3.141 -2.619  0.08
H -0.359 -2.040 -3.098  0.09
H -0.397 -0.403 -3.768  0.08
H -0.402 -1.809 -4.857  0.10
H -1.917 0.089 -5.635  0.09
H -0.920 1.424 -5.011  0.10
H -2.552 1.744 -5.621  0.10
H -3.009 1.895 -2.038  0.03
H -3.924 2.347 -3.494  0.10
H -2.203 2.814 -3.314  0.07

---

DFT (ωB97M-V with the def2-TZVPD basis set) results for 2 unconnected molecules or ions with the total composition CH6N2Si in a non-equilibrium geometry.

Computed properties:
Kohn-Sham gap, Ha: 0.322
Relative energy (zero: lowest compared OMol25 entry of this formula, charge and spin), kcal/mol: 60.9
LUMO, eV: 0.12
Charge: 0
Maximum force, eV/Å: 4.02

Last column: Löwdin charge in e.
Positions of all 10 atoms, in Å:
C 0.922 -0.477 0.144  -0.28
N -2.798 -0.269 0.287  0.02
N -1.761 0.074 -0.268  -0.25
Si -0.327 0.944 0.005  0.49
H 0.927 -1.105 -0.743  0.02
H 1.916 -0.067 0.278  0.01
H 0.701 -1.104 1.003  0.02
H -3.336 -0.934 -0.312  0.06
H 0.208 2.092 1.619  -0.02
H -0.279 1.788 -1.173  -0.07

---

DFT (ωB97M-V with the def2-TZVPD basis set) results for a molecular structure, C25H30O2PV.

Computed properties:
Kohn-Sham gap (spin up / spin down), Ha: 0.297 / 0.280
LUMO (spin up / spin down), eV: -2.40 / -2.33
Charge: +1
2S+1: 2
Maximum force, eV/Å: 0.69
Expectation value of S²: 0.76

Last column: Löwdin spin population.
Positions of all 59 atoms, in Å:
V -0.971 0.841 -1.113  0.96
C -0.629 2.758 -3.659  0.00
O -1.534 2.249 -2.663  0.01
C -2.802 1.845 -3.208  0.00
C -3.668 1.508 -2.032  0.00
O -3.019 0.473 -1.254  0.00
C -3.478 -0.867 -1.554  0.00
H -1.092 3.605 -4.163  0.00
H -0.383 1.973 -4.373  0.00
H 0.266 3.079 -3.136  0.00
H -2.649 0.986 -3.867  0.00
H -3.244 2.659 -3.787  0.00
H -4.663 1.189 -2.341  0.00
H -3.765 2.370 -1.374  0.00
H -4.506 -0.972 -1.213  0.00
H -2.820 -1.547 -1.022  0.00
H -3.408 -1.051 -2.625  0.00
C 2.183 -0.981 3.064  0.00
C 0.701 -1.217 3.222  0.00
C 0.226 -1.720 4.432  0.00
C -1.121 -1.976 4.641  0.00
C -2.039 -1.731 3.630  0.00
C -1.587 -1.222 2.424  0.00
C -0.232 -0.964 2.207  0.00
P 0.166 -0.351 0.549  0.01
C 1.451 0.942 0.657  0.00
C 2.650 0.787 -0.044  0.00
C 3.599 1.796 -0.063  0.00
C 3.349 2.980 0.615  0.00
C 2.159 3.145 1.307  0.00
C 1.192 2.143 1.342  0.00
C -0.056 2.364 2.160  0.00
C 0.863 -1.731 -0.383  0.01
C 1.344 -2.906 0.184  0.00
C 1.764 -3.944 -0.634  0.00
C 1.692 -3.797 -2.013  0.00
C 1.215 -2.621 -2.576  0.00
C 0.793 -1.565 -1.772  0.00
C 0.265 -0.269 -2.332  0.00
H 2.726 -1.463 3.875  0.00
H 2.429 0.082 3.085  0.00
H 2.566 -1.376 2.122  0.00
H 0.937 -1.922 5.224  0.00
H -1.451 -2.369 5.593  0.00
H -3.092 -1.928 3.782  0.00
H -2.300 -1.006 1.636  0.00
H 2.845 -0.141 -0.566  0.00
H 4.528 1.656 -0.599  0.00
H 4.082 3.776 0.609  0.00
H 1.975 4.068 1.843  0.00
H -0.052 3.361 2.597  0.00
H -0.144 1.639 2.971  0.00
H -0.973 2.275 1.570  0.00
H 1.359 -3.026 1.261  0.00
H 2.129 -4.865 -0.199  0.00
H 2.009 -4.608 -2.657  0.00
H 1.169 -2.517 -3.654  0.00
H -0.030 -0.385 -3.381  0.00
H 1.076 0.488 -2.344  0.00

---

DFT (ωB97M-V with the def2-TZVPD basis set) results for a single C5H11Cl2P molecule in a non-equilibrium geometry.

Computed properties:
Kohn-Sham gap (spin up / spin down), Ha: 0.223 / 0.261
LUMO (spin up / spin down), eV: 0.69 / -2.92
Charge: 0
2S+1: 3
Maximum force, eV/Å: 4.81
Expectation value of S²: 2.01

Last column: Löwdin spin population.
Positions of all 19 atoms, in Å:
C -0.765 -0.275 1.363  0.02
C -0.672 1.825 -0.015  0.03
C -1.015 -0.507 -1.073  0.00
C -0.297 0.282 0.093  0.03
C 1.192 0.127 -0.056  0.46
P 1.794 -1.905 0.422  1.04
Cl 1.965 0.991 1.130  0.07
Cl 1.860 0.500 -1.688  0.16
H -0.152 -1.081 1.555  0.01
H -1.773 -0.539 1.415  0.00
H -0.502 0.420 2.134  0.00
H -0.883 2.135 -1.089  0.00
H 0.015 2.444 0.387  0.00
H -1.613 1.966 0.460  0.00
H -0.550 -0.087 -2.086  0.00
H -0.833 -1.614 -1.030  0.00
H -2.069 -0.425 -1.215  0.00
H 1.249 -2.505 -0.637  0.08
H 3.048 -1.750 -0.071  0.08

---

DFT (ωB97M-V with the def2-TZVPD basis set) results for 2 unconnected molecules or ions with the total composition C2H4NO2S in a non-equilibrium geometry.

Computed properties:
Kohn-Sham gap, Ha: 0.262
Relative energy (zero: lowest compared OMol25 entry of this formula, charge and spin), kcal/mol: 115.8
LUMO, eV: 3.86
Charge: -1
Maximum force, eV/Å: 5.80

Last column: Löwdin charge in e.
Positions of all 10 atoms, in Å:
C -1.659 -0.072 -0.074  -0.11
C 0.654 -0.274 0.092  -0.23
N -1.968 -1.114 -0.608  0.00
O 2.883 0.425 1.232  -0.64
O 1.936 2.111 -0.398  -0.66
S 1.606 1.160 0.816  0.56
H -1.959 0.893 0.003  0.01
H 0.796 -1.059 0.883  0.01
H 0.577 -0.621 -0.966  0.02
H -2.865 -1.448 -0.980  0.04

---

DFT (ωB97M-V with the def2-TZVPD basis set) results for 5 unconnected molecules or ions with the total composition C19H35Br2F6N2O4 in a non-equilibrium geometry.

Computed properties:
Kohn-Sham gap, Ha: 0.329
LUMO, eV: -2.52
Charge: +1
Maximum force, eV/Å: 1.29

Last column: Löwdin charge in e.
Positions of all 68 atoms, in Å:
F -0.717 -3.857 0.519  0.17
C -0.642 -2.561 0.303  -0.30
F -0.231 -1.922 1.392  0.14
C -0.930 -1.951 -0.849  -0.20
F -2.022 -2.348 -1.542  0.08
C -0.123 -0.856 -1.485  -0.08
C 1.317 -1.299 -1.843  -0.07
C 2.415 -0.605 -1.098  -0.17
C 3.748 -0.805 -1.148  0.01
N 4.332 0.055 -0.246  0.17
C 3.406 0.783 0.367  -0.22
C 3.618 1.810 1.429  -0.06
C 2.514 1.751 2.523  -0.16
C 1.749 3.049 2.802  -0.81
F 2.447 3.832 3.658  -0.02
Br 0.105 2.533 3.730  0.88
C 1.357 3.864 1.532  -0.92
F 0.200 4.506 1.705  0.01
F 1.174 3.007 0.494  0.04
Br 2.647 5.227 1.092  0.95
N 2.244 0.387 -0.146  0.20
H -0.656 -0.540 -2.380  0.13
H -0.142 0.002 -0.806  0.11
H 1.479 -1.248 -2.920  0.13
H 1.396 -2.353 -1.568  0.13
H 4.286 -1.510 -1.757  0.15
H 5.323 0.097 -0.063  0.18
H 3.704 2.791 0.963  0.07
H 4.576 1.577 1.894  0.13
H 3.014 1.513 3.463  0.13
H 1.810 0.939 2.361  0.09
H 1.358 0.764 0.151  0.15
C -5.671 -1.341 -3.066  -0.09
C -5.919 -2.739 -2.530  -0.32
O -4.703 -3.474 -2.386  -0.09
H -5.171 -1.388 -4.035  0.07
H -6.606 -0.792 -3.180  0.07
H -5.023 -0.780 -2.387  0.07
H -6.549 -3.302 -3.217  0.11
H -6.421 -2.691 -1.562  0.09
H -4.147 -2.987 -1.771  0.05
C 6.078 -4.470 1.741  -0.08
C 5.418 -3.138 1.448  -0.33
O 4.146 -3.297 0.813  -0.10
H 6.207 -5.040 0.821  0.08
H 7.053 -4.330 2.207  0.08
H 5.458 -5.066 2.414  0.08
H 6.032 -2.553 0.761  0.10
H 5.293 -2.565 2.373  0.11
H 3.588 -3.807 1.410  0.08
C 0.585 8.477 -2.556  -0.09
C 1.329 7.518 -1.647  -0.35
O 2.703 7.871 -1.504  -0.10
H 1.050 8.503 -3.541  0.08
H -0.459 8.182 -2.668  0.08
H 0.613 9.492 -2.152  0.08
H 1.315 6.509 -2.059  0.11
H 0.860 7.488 -0.657  0.10
H 2.745 8.756 -1.129  0.08
C -7.368 -4.522 2.441  -0.09
C -7.444 -3.476 1.346  -0.32
O -6.170 -3.233 0.750  -0.10
H -6.666 -4.210 3.215  0.07
H -8.345 -4.683 2.898  0.08
H -7.015 -5.475 2.040  0.07
H -7.780 -2.521 1.748  0.11
H -8.153 -3.788 0.571  0.11
H -5.859 -4.062 0.371  0.08